85
Properties=species:S:1:pos:R:3:lowdin_spin:R:1 method="wB97M-V/def2-TZVPD" charge=0 orbital_gap_ev="6.130 / 6.353" de_lowest_kj_mol=18.1 s2=0.827 homo_ha="-0.271 / -0.271" spin_multiplicity=2
Re 0.9409 0.9864 -1.1490 0.842
C 3.7402 -0.3744 -3.7346 0.000
C 3.6176 -1.3650 -2.6232 0.004
N 4.0016 -2.6131 -2.8634 -0.001
C 3.9152 -3.5199 -1.8937 0.005
C 3.4701 -3.2440 -0.6186 0.000
C 3.4073 -4.3488 0.3957 0.000
O 4.3821 -4.1143 1.4152 0.000
C 3.0521 -1.9340 -0.3336 0.004
C 2.6000 -1.6035 1.0213 0.000
N 1.9050 -0.5716 1.2528 0.009
C 1.4759 -0.2228 2.5326 0.001
C 1.2930 -1.1101 3.5933 0.000
C 0.8531 -0.6454 4.8235 0.001
C 0.5789 0.7017 5.0103 0.000
C 0.7319 1.5936 3.9566 0.000
C 1.1713 1.1236 2.7307 0.001
I 1.3629 2.4607 1.1303 0.009
C 3.1097 -0.9924 -1.3654 0.008
O 2.7126 0.2932 -1.1585 0.052
H 4.3671 -0.8040 -4.5122 0.000
H 2.7569 -0.1442 -4.1473 0.000
H 4.1673 0.5646 -3.3841 0.000
H 4.2300 -4.5274 -2.1490 0.000
H 2.4030 -4.4056 0.8321 0.000
H 3.6009 -5.2963 -0.1130 0.000
H 4.3758 -4.8594 2.0233 0.000
H 2.9355 -2.2806 1.8107 0.000
H 1.4873 -2.1654 3.4484 0.000
H 0.7187 -1.3412 5.6431 0.000
H 0.2266 1.0594 5.9691 0.000
H 0.4962 2.6431 4.0920 0.000
O -0.8312 3.7537 -0.5097 0.003
C -1.4517 2.9097 -1.1185 0.011
N -0.9301 1.6953 -1.5632 0.011
S -2.0439 0.9131 -2.5691 0.003
O -2.3418 -0.3989 -2.0766 0.002
O -1.6805 1.0699 -3.9430 0.000
C -3.3681 2.0151 -2.2067 0.001
C -4.6791 1.9416 -2.6319 0.000
C -5.5278 2.9665 -2.2363 0.000
C -5.0619 4.0216 -1.4525 0.000
C -3.7360 4.0765 -1.0495 0.001
C -2.8960 3.0470 -1.4394 0.001
H -5.0262 1.1194 -3.2431 0.000
H -6.5659 2.9499 -2.5421 0.000
H -5.7471 4.8068 -1.1599 0.000
H -3.3508 4.8942 -0.4538 0.000
C -2.1822 3.6514 2.5944 0.000
N -2.4029 2.5593 3.5253 0.000
C -2.6166 2.7081 4.8810 0.000
C -2.8011 1.4760 5.3928 0.000
N -2.7034 0.5852 4.3445 0.000
C -2.8145 -0.8577 4.4370 0.000
C -2.4536 1.2426 3.1870 0.000
Se -2.2451 0.4723 1.5348 -0.001
H -2.9666 4.3980 2.7063 0.000
H -2.1909 3.2466 1.5892 0.000
H -1.2098 4.1146 2.7646 0.000
H -2.6211 3.6744 5.3544 0.000
H -2.9961 1.1547 6.4008 0.000
H -3.1894 -1.1162 5.4244 0.000
H -1.8415 -1.3202 4.2724 0.000
H -3.4957 -1.2182 3.6685 0.000
O 0.0500 -1.0171 -0.6554 0.001
C 0.1856 -1.3150 -1.8667 0.014
O 0.5811 -0.3654 -2.6501 0.007
C -0.0019 -2.6788 -2.3903 0.000
C 0.2714 -2.9528 -3.7254 0.002
C 0.1326 -4.2496 -4.1958 0.000
C -0.2761 -5.2590 -3.3347 0.003
C -0.5499 -4.9800 -2.0008 0.000
C -0.4123 -3.6871 -1.5251 0.002
H 0.5916 -2.1508 -4.3768 0.000
H 0.3421 -4.4730 -5.2336 0.000
H -0.3852 -6.2705 -3.7062 0.000
H -0.8728 -5.7717 -1.3369 0.000
H -0.6268 -3.4351 -0.4940 0.000
F 2.0542 2.0810 -3.5879 -0.003
C 1.6491 2.6187 -2.3835 -0.001
F 0.6931 3.5493 -2.7240 0.000
C 2.8397 3.4964 -1.9420 0.003
F 2.4740 4.2914 -0.9105 0.000
F 3.8942 2.7727 -1.5466 0.000
F 3.2484 4.3012 -2.9314 0.001

=====

75
Properties=species:S:1:pos:R:3:mulliken_charge:R:1 method="wB97M-V/def2-TZVPD" charge=0 orbital_gap_ev=7.806 de_lowest_kj_mol=28.5 homo_ha=-0.307
Pt 1.2242 -0.5868 -0.0885 2.772
C 0.0977 -3.5965 2.3516 -1.012
C 0.8308 -3.8207 1.0792 -0.218
N 1.1666 -2.8875 0.2113 -0.025
C 1.8221 -3.4998 -0.8220 0.264
C 1.8689 -4.8425 -0.5909 -0.047
N 1.2429 -5.0203 0.6184 0.000
C 2.4128 -6.0198 -1.3143 0.478
O 2.9369 -5.7927 -2.4959 -0.549
O 2.3435 -7.1104 -0.7967 -0.628
C 2.2710 -2.6774 -1.9785 0.735
O 2.7308 -3.2428 -2.9750 -0.926
O 2.1318 -1.4151 -1.8434 -0.583
H 0.0113 -2.5245 2.5210 -0.076
H 0.6259 -4.0462 3.1927 0.454
H -0.9003 -4.0367 2.3082 0.275
H 1.1474 -5.9269 1.0520 0.235
H 2.8989 -4.8122 -2.7398 0.446
C -3.9367 1.4764 -5.5363 -1.460
C -3.3908 0.5812 -4.4605 0.981
C -2.7433 -0.6076 -4.7728 -0.818
C -2.2178 -1.4160 -3.7724 -0.521
C -2.3528 -1.0234 -2.4529 0.505
C -2.9825 0.1682 -2.1134 -0.440
C -3.5037 0.9552 -3.1188 -0.771
S -1.6601 -2.0474 -1.1824 0.402
C -3.1812 -2.5633 -0.3953 -1.110
O -1.0551 -1.1090 -0.1530 -0.338
H -3.8061 1.0392 -6.5247 0.374
H -3.4309 2.4438 -5.5242 0.309
H -5.0006 1.6646 -5.3847 0.351
H -2.6334 -0.9016 -5.8092 0.324
H -1.6971 -2.3325 -4.0232 0.438
H -3.0213 0.4875 -1.0786 0.248
H -3.9834 1.8935 -2.8675 0.382
H -3.7362 -1.6765 -0.0938 0.352
H -2.9089 -3.1592 0.4739 0.309
H -3.7556 -3.1593 -1.1033 0.427
C -0.0706 3.2191 -2.6785 -0.725
C -0.1185 3.3011 -1.2943 -0.637
C 0.2888 2.2251 -0.5148 -0.271
C 0.7222 1.0615 -1.1293 0.510
C 0.7613 0.9570 -2.5138 -0.809
C 0.3678 2.0496 -3.2789 -0.506
H -0.3655 4.0665 -3.2850 0.406
H -0.4556 4.2091 -0.8098 0.457
H 0.2648 2.2969 0.5631 0.383
H 1.1276 0.0658 -2.9993 0.546
H 0.4156 1.9726 -4.3588 0.435
N -1.8749 2.1963 8.9482 -0.503
C -1.5207 1.8849 7.9001 -0.041
C -1.0796 1.4966 6.5879 0.563
C 0.2824 1.4270 6.3029 -0.867
C 0.7021 1.0529 5.0405 -0.333
C -0.2298 0.7420 4.0452 0.581
C -1.5935 0.8182 4.3428 -0.381
C -2.0176 1.1921 5.6034 -0.794
C 0.2118 0.3569 2.7389 0.526
C 0.6224 0.0056 1.6585 -1.416
H 1.0043 1.6644 7.0723 0.444
H 1.7577 0.9927 4.8112 0.512
H -2.3140 0.5859 3.5704 0.509
H -3.0728 1.2518 5.8329 0.446
S 3.2956 0.2935 0.2316 -0.514
C 3.2532 2.0236 0.6169 0.348
C 3.7737 2.8724 -0.3585 -0.433
C 3.8780 4.2346 -0.1167 -0.684
C 3.4442 4.7635 1.0897 -0.470
C 2.9227 3.9193 2.0619 -0.538
C 2.8367 2.5550 1.8341 -0.347
H 4.0846 2.4598 -1.3092 0.445
H 4.2840 4.8837 -0.8820 0.383
H 3.5138 5.8276 1.2748 0.408
H 2.5883 4.3228 3.0096 0.415
H 2.4439 1.8980 2.5958 0.414

=====

75
Properties=species:S:1:pos:R:3:lowdin_spin:R:1 method="wB97M-V/def2-TZVPD" charge=+2 orbital_gap_ev="5.892 / 6.659" de_lowest_kj_mol=81.6 s2=3.859 homo_ha="-0.498 / -0.501" spin_multiplicity=4
Mn 0.7199 -1.2168 0.0575 3.101
C -0.1345 5.5090 0.1370 0.000
C -1.2200 4.5010 0.5462 0.000
C -2.3538 5.2425 1.2702 0.000
C -1.7865 3.8453 -0.7122 0.000
C -0.5781 3.4712 1.4772 0.001
C -0.2026 3.8533 2.7820 0.001
C 0.4135 2.9854 3.6541 0.001
C 0.6792 1.6944 3.2022 0.001
S 1.4431 0.4005 4.0639 0.010
C 1.2709 -0.6121 2.7216 0.014
N 0.6614 -0.0588 1.6803 -0.025
C 0.3302 1.2964 1.9188 0.000
C -0.3135 2.1797 1.0537 0.001
C 1.7989 -1.9638 2.6092 0.007
C 2.3632 -2.6787 3.6635 -0.002
C 2.8707 -3.9429 3.4158 0.016
C 2.8138 -4.4761 2.1306 -0.004
C 2.2491 -3.7566 1.0825 0.005
C 1.7254 -2.4918 1.3186 -0.061
H -0.5706 6.3003 -0.4766 0.000
H 0.6554 5.0239 -0.4426 0.000
H 0.3251 5.9790 1.0088 0.000
H -2.8932 5.8682 0.5574 0.000
H -1.9811 5.9014 2.0555 0.000
H -3.0690 4.5486 1.7177 0.000
H -2.2762 4.6037 -1.3250 0.000
H -2.5300 3.0778 -0.4775 0.000
H -1.0027 3.3905 -1.3246 0.000
H -0.3993 4.8638 3.1148 0.000
H 0.6870 3.3014 4.6526 0.000
H -0.5963 1.8534 0.0655 0.000
H 2.4127 -2.2648 4.6652 0.000
H 3.3176 -4.5130 4.2190 0.001
H 3.2244 -5.4609 1.9447 -0.001
H 2.2267 -4.2001 0.0940 0.000
N -2.0730 -0.9543 2.0311 0.004
C -1.8905 -2.1268 1.4297 0.003
N -2.6755 -3.1263 1.7984 -0.004
C -2.5653 -4.2570 1.1054 0.003
N -3.2977 -5.2954 1.4743 0.007
N -1.7563 -4.4369 0.0162 0.005
C -0.9851 -3.4301 -0.2347 0.003
N -0.9505 -2.2508 0.4367 -0.027
C -0.0423 -3.5349 -1.3737 0.003
C -0.1411 -4.5204 -2.3287 -0.002
C 0.7716 -4.5189 -3.3731 0.007
C 1.7488 -3.5390 -3.4127 -0.002
C 1.7890 -2.5801 -2.4173 0.003
N 0.9022 -2.5841 -1.4169 -0.033
H -2.8298 -0.8936 2.6930 0.000
H -1.6258 -0.1126 1.7152 0.000
H -3.9220 -5.2128 2.2592 0.000
H -3.2464 -6.1570 0.9584 0.000
H -0.9205 -5.2634 -2.2385 0.000
H 0.7163 -5.2731 -4.1470 0.000
H 2.4812 -3.5034 -4.2068 0.000
H 2.5354 -1.8033 -2.4153 0.000
Br 2.8054 -0.0417 -0.4824 -0.035
C 2.0646 1.0330 -1.9029 -0.004
C 2.9025 1.8503 -2.5832 0.006
C 2.3360 2.6282 -3.6251 -0.004
C 1.0056 2.5311 -3.9071 0.005
C 0.1555 1.6621 -3.1718 -0.003
C -1.2335 1.5644 -3.4482 0.029
C -2.0276 0.7448 -2.7075 -0.003
C -1.4759 -0.0370 -1.6582 0.029
C -0.1418 0.0069 -1.3533 -0.053
C 0.6864 0.8743 -2.1232 -0.001
H 3.9567 1.9172 -2.3485 0.000
H 2.9740 3.2942 -4.1898 0.000
H 0.5755 3.1251 -4.7045 0.000
H -1.6493 2.1611 -4.2513 0.001
H -3.0882 0.6834 -2.9163 -0.001
H -2.1496 -0.6776 -1.1011 0.001